1.
Here is a structure of composition C34H96NO15 from the OMol25 dataset. Energies are from the ωB97M-V functional and the def2-TZVPD basis.

Results
E_LUMO = 1.90 eV
total charge = -1
frontier orbital gap = 0.2288 hartree
energy relative to the best compared isomer or geometry (same formula, charge and spin) = 17.714 eV
energy = -68995.074 eV
HOMO energy = -0.159 hartree

```
146
Properties=species:S:1:pos:R:3:forces:R:3
C -2.276 -1.545 1.230 2.145 2.617 -0.254
C -1.609 -0.142 1.028 0.068 -0.305 -0.671
C -0.390 -0.038 2.006 -0.567 0.065 -0.427
C 0.652 1.035 1.780 -1.269 -0.589 -1.028
C 1.105 0.884 0.320 -0.298 0.142 1.163
C -0.062 1.022 -0.711 0.420 0.757 1.346
N -1.158 0.058 -0.410 1.014 0.496 1.425
O -2.134 -0.120 -1.505 1.662 2.746 10.300
C 0.610 0.628 -1.996 -1.296 -1.625 0.773
C -0.480 2.533 -0.720 -0.287 -0.919 -0.371
C -2.672 0.821 1.478 -0.635 1.616 1.405
H -1.619 -2.390 1.023 0.370 0.704 -0.557
H -3.188 -1.527 0.633 1.100 0.073 0.182
H -2.468 -1.681 2.294 -0.342 0.480 -0.035
H 0.144 -0.987 1.970 -0.553 -0.112 -0.225
H -0.703 0.093 3.042 -0.550 -0.309 0.023
H 1.417 0.870 2.538 -0.208 0.385 -0.486
H 0.283 2.046 1.956 -0.499 -0.158 0.030
H 1.635 -0.065 0.235 -0.442 0.076 -0.365
H 1.862 1.647 0.139 -0.075 0.235 -0.483
H 0.530 -0.451 -2.131 -1.124 0.686 0.842
H 1.686 0.794 -1.941 -1.789 -0.101 0.666
H 0.316 1.069 -2.948 -1.646 -1.446 2.185
H -1.338 2.575 -1.391 1.201 0.595 0.343
H 0.299 3.202 -1.085 -0.112 -0.418 0.496
H -0.882 2.859 0.239 0.326 0.081 0.119
H -2.699 0.898 2.565 0.868 0.306 -0.955
H -3.737 0.595 1.438 -0.136 -0.400 -1.553
H -2.539 1.852 1.149 0.222 -0.513 0.172
C 1.566 4.294 -2.705 0.826 -0.053 -1.085
C 2.286 2.934 -2.538 1.105 2.588 0.067
O 3.217 3.065 -1.473 -0.452 0.251 1.280
H 2.274 5.108 -2.860 0.510 -0.057 0.590
H 0.890 4.580 -1.899 0.085 -0.104 -0.326
H 1.115 4.322 -3.697 -0.772 -0.245 0.609
H 2.981 2.792 -3.365 -0.591 -0.080 -0.028
H 1.572 2.112 -2.491 1.603 1.862 1.574
H 3.262 2.213 -1.032 -0.240 0.605 0.217
C 1.931 -1.112 -3.396 0.600 -1.281 -0.252
C 1.806 -2.668 -3.326 1.234 0.614 -1.438
O 1.998 -3.185 -4.691 -0.527 0.248 0.546
H 2.130 -0.663 -2.423 -0.257 -1.889 -1.035
H 1.063 -0.581 -3.788 0.162 -0.871 -0.291
H 2.789 -0.771 -3.976 0.028 -0.606 -0.539
H 0.909 -3.069 -2.855 -0.341 0.473 -0.235
H 2.661 -3.104 -2.809 0.137 0.399 0.682
H 2.486 -4.006 -4.599 -0.134 -0.043 -0.119
C -4.678 -2.346 1.986 -2.314 -1.069 0.451
C -3.930 -3.350 1.105 -0.341 -0.751 1.488
O -4.353 -3.243 -0.228 -2.582 -4.693 3.821
H -4.410 -2.297 3.041 0.631 -0.587 -0.427
H -5.695 -2.727 2.086 -0.384 -0.278 -0.192
H -4.906 -1.321 1.693 0.657 -0.058 -0.747
H -4.102 -4.300 1.612 -0.856 -0.580 -0.658
H -2.853 -3.252 1.240 -1.142 -0.551 -0.803
H -3.957 -3.868 -0.839 0.526 -0.035 0.129
C 4.113 1.606 2.303 2.271 0.500 -0.835
C 3.570 2.972 2.734 1.206 -1.326 0.203
O 2.210 2.779 2.816 -1.004 1.506 0.709
H 5.152 1.472 2.603 0.232 0.052 0.436
H 4.273 1.621 1.224 -0.619 -0.414 -0.317
H 3.603 0.697 2.622 -0.290 0.985 0.062
H 3.798 3.772 2.030 0.377 -0.012 -0.133
H 4.029 3.215 3.693 -0.536 0.280 0.227
H 1.977 2.476 1.936 -0.246 0.281 0.109
C -3.386 2.632 -0.819 0.618 0.384 1.082
C -4.524 2.771 -1.755 0.165 0.024 -0.393
O -5.138 4.050 -1.587 -0.912 0.191 -0.107
H -2.725 3.498 -0.833 -0.479 0.621 -0.087
H -2.654 1.835 -0.949 -1.631 -0.257 -0.090
H -3.744 2.532 0.206 -0.420 0.375 -0.307
H -5.221 1.966 -1.519 -0.417 0.179 -0.209
H -4.230 2.683 -2.801 0.096 -0.171 0.082
H -4.615 4.636 -1.035 0.245 -0.357 0.026
O -1.428 -2.334 -1.382 2.697 -3.964 0.427
H -1.558 -1.423 -1.117 -0.088 -0.120 -0.708
H -0.861 -2.702 -0.704 0.503 -0.192 0.153
O -3.580 -1.785 -1.533 -2.696 1.844 -2.319
H -3.409 -0.915 -1.172 -0.039 0.272 -0.712
H -4.145 -2.207 -0.886 -0.115 1.447 -1.138
O -2.044 1.373 -2.997 0.019 5.732 -4.872
H -1.843 0.891 -2.195 -0.057 -0.230 1.766
H -1.597 2.213 -2.890 -0.181 0.310 -0.717
O -1.882 -0.972 -3.329 0.629 -2.657 -4.881
H -2.043 -0.178 -2.819 0.103 -1.869 -2.151
H -1.240 -0.708 -3.987 -0.081 0.075 -0.535
C -3.854 1.640 5.161 -1.400 -0.602 -1.771
C -3.189 0.334 4.594 -0.131 1.059 1.942
C -2.396 -0.410 5.634 -0.235 -0.228 -0.473
O -4.122 -0.567 3.989 0.329 1.170 0.841
H -3.439 2.295 5.928 0.836 -0.417 -0.310
H -4.896 1.516 5.459 -0.051 -0.686 0.266
H -3.999 2.140 4.204 0.036 1.103 0.227
H -2.565 0.686 3.773 0.420 -0.278 1.524
H -1.832 -1.145 5.060 -0.002 0.721 0.899
H -3.106 -0.927 6.279 0.037 -0.151 0.134
H -1.779 0.239 6.256 0.155 -0.004 -0.205
H -3.884 -0.568 3.059 -0.253 -0.052 -0.088
C 3.779 0.191 -1.498 1.350 0.992 -1.238
C 4.866 -0.260 -2.496 0.051 0.281 0.351
C 5.356 0.922 -3.393 -1.395 -1.269 0.516
O 5.967 -0.734 -1.776 1.659 -0.011 0.756
H 4.101 1.178 -1.167 1.198 -1.156 1.020
H 3.619 -0.566 -0.731 -0.293 0.315 0.008
H 2.887 0.542 -2.017 1.310 -0.836 0.276
H 4.527 -1.110 -3.088 -0.304 0.245 -0.314
H 5.019 1.844 -2.918 0.311 0.201 -0.252
H 4.778 0.729 -4.297 0.279 0.695 -0.461
H 6.429 0.923 -3.584 -0.189 -0.173 0.080
H 5.758 -1.506 -1.245 -0.285 -0.022 -0.062
C 1.287 3.655 -6.143 0.479 -0.412 -0.956
C 1.794 2.411 -5.447 -0.591 0.764 0.749
C 0.692 1.922 -4.523 -0.178 -0.371 -1.387
O 2.290 1.440 -6.335 0.072 -0.212 -0.180
H 2.044 3.953 -6.868 0.067 0.595 0.161
H 1.027 4.411 -5.403 0.117 0.154 -0.569
H 0.413 3.395 -6.742 -0.283 0.052 0.121
H 2.612 2.671 -4.776 0.125 0.011 -1.132
H 1.033 1.776 -3.499 -0.055 0.733 -3.464
H 0.306 0.967 -4.879 -0.036 -0.193 -0.034
H -0.200 2.549 -4.496 0.163 0.254 -0.059
H 1.551 0.882 -6.588 -0.041 -0.183 -0.145
C -2.238 -4.722 3.354 0.864 0.820 -0.879
C -0.854 -4.207 3.886 -1.555 -1.398 -1.629
C -0.787 -2.781 4.257 -0.751 0.127 0.853
O -0.695 -5.036 4.971 0.656 -1.134 2.137
H -3.058 -4.439 4.014 0.122 -0.052 0.189
H -2.221 -5.801 3.199 0.166 -0.064 0.458
H -2.467 -4.337 2.361 0.446 -0.003 0.595
H -0.078 -4.451 3.161 0.048 -0.011 -0.442
H -1.531 -2.622 5.038 -0.118 -0.512 -0.289
H -1.035 -2.137 3.413 0.473 0.024 0.276
H 0.153 -2.563 4.764 0.052 0.251 -0.593
H 0.008 -4.719 5.543 0.214 0.079 0.018
C 2.403 -1.339 2.127 0.137 -1.366 1.106
C 2.230 -2.715 2.809 0.625 -0.916 -1.726
C 3.345 -3.664 2.312 0.611 0.507 -0.017
O 2.177 -2.683 4.225 0.412 0.275 -0.281
H 2.377 -1.484 1.046 0.028 -0.060 0.193
H 3.370 -0.918 2.401 0.058 -0.345 -0.090
H 1.609 -0.656 2.428 1.033 -0.812 -0.007
H 1.334 -3.199 2.421 -0.526 0.392 0.378
H 4.303 -3.196 2.540 0.270 -0.188 0.340
H 3.381 -3.765 1.227 -0.488 0.184 -0.183
H 3.330 -4.688 2.685 -0.224 0.191 0.419
H 2.583 -1.852 4.480 0.087 0.061 0.289
```
Positions in Å, forces in eV/Å.

---

2.
Here is a structure of composition C52H79Br30I2N5O4PS from the OMol25 dataset. Energies are from the ωB97M-V functional and the def2-TZVPD basis.

Results
E_LUMO = 0.97 eV
total charge = -1
frontier orbital gap = 0.2116 hartree
energy = -2208423.782 eV
HOMO energy = -0.176 hartree

```
174
Properties=species:S:1:pos:R:3:forces:R:3
C -1.658 0.847 -6.375 -0.743 -1.325 0.245
O -0.346 1.429 -6.698 -1.499 1.296 0.530
C -0.246 2.843 -6.295 -0.818 0.736 1.111
C -0.150 2.976 -4.665 1.084 -0.465 0.541
C 1.322 3.565 -4.130 -0.837 -1.056 1.179
C 1.407 3.060 -2.539 -0.486 -0.490 2.741
N 0.095 2.929 -1.819 6.017 -1.294 2.133
C 0.237 2.425 -0.411 0.583 -0.193 0.073
C -1.174 2.245 0.457 2.863 -0.709 1.133
P -2.856 2.697 -0.405 -0.626 0.058 0.340
N -3.121 1.368 -1.601 1.129 -0.517 1.384
O -2.694 4.133 -1.376 -0.746 -0.484 0.459
C -1.155 1.675 1.994 2.076 0.697 -2.471
C -2.633 1.563 2.752 -0.580 -0.690 0.282
C -3.617 0.303 2.303 -1.853 4.321 4.174
C -5.074 0.375 3.122 3.807 2.704 0.006
C -5.235 1.618 4.162 1.258 -0.909 -1.242
N -4.291 2.702 4.557 1.489 -3.781 -3.990
C -2.971 2.700 3.863 -2.600 -3.437 -1.443
C 0.281 1.261 2.665 -1.154 -0.117 -2.001
C 0.283 0.637 4.204 0.337 -4.764 -2.720
I 0.149 1.921 5.974 0.278 -1.105 -1.523
C 0.351 -0.878 4.271 -0.202 4.251 -1.108
C 0.422 -1.864 2.962 -0.001 -0.996 -0.254
I 0.324 -1.872 6.253 0.077 0.779 -1.715
C 1.682 1.475 1.792 -2.969 0.088 0.024
C 3.109 1.086 2.504 6.041 -5.421 2.250
O 3.990 1.995 2.987 -3.990 -4.344 -2.193
O 3.490 -0.336 2.623 -3.240 7.531 -1.209
C 1.690 2.075 0.231 -0.534 -0.932 -0.650
N 3.041 2.226 -0.409 -6.457 1.418 -3.723
C 2.823 2.727 -1.810 -1.780 -0.498 1.645
N 4.095 2.950 -2.655 -0.222 -7.875 -2.346
C 4.413 1.771 -3.325 -0.893 4.032 0.069
S 4.806 0.600 -4.499 -1.145 3.490 3.848
H -2.523 1.621 -6.224 1.799 -1.109 -0.281
H -1.599 0.180 -5.386 -0.033 1.549 -1.974
H -2.002 0.107 -7.245 1.039 1.751 1.769
H 0.710 3.340 -6.760 -1.950 -1.260 0.554
H -1.245 3.412 -6.618 2.246 -1.093 0.347
H -0.189 1.863 -4.233 -0.200 2.555 -0.903
H -0.972 3.643 -4.166 1.394 -1.513 -1.102
H 2.190 3.040 -4.717 -1.593 1.274 1.138
H 1.364 4.751 -4.181 0.090 -2.606 0.072
H -2.361 0.644 -1.440 -1.280 1.086 -0.509
H -4.051 0.910 -1.420 1.376 0.808 -0.052
H -3.545 4.691 -1.369 1.781 -1.616 0.376
H -3.355 -0.504 1.498 -0.382 1.847 1.776
H -5.923 -0.438 2.934 2.072 2.153 0.611
H -6.301 1.663 4.704 2.739 0.016 -1.216
H -2.157 3.540 4.090 -2.207 -2.231 -0.530
H -0.139 -2.896 3.164 1.090 2.352 -0.045
H 1.531 -2.180 2.656 -2.218 1.166 1.006
H -0.070 -1.424 1.986 0.984 -0.399 2.225
Br -0.519 5.371 4.203 0.219 0.302 0.040
C 1.165 5.983 3.433 -0.090 0.127 -0.131
C 1.503 5.215 2.176 -0.639 -0.049 -0.467
Br 2.186 3.438 2.597 0.676 5.258 1.813
H 1.924 5.893 4.215 -0.153 -0.090 -0.208
H 1.006 7.041 3.207 0.037 -0.181 0.012
H 2.311 5.708 1.629 -0.047 -0.103 0.153
H 0.648 5.079 1.508 0.026 0.275 0.174
Br 4.374 2.435 8.203 0.103 0.155 0.008
C 5.333 2.339 6.508 -0.260 -0.009 -0.113
C 6.186 1.093 6.432 -0.040 -0.006 -0.350
Br 7.810 1.284 7.494 0.089 -0.070 0.113
H 5.908 3.264 6.412 -0.050 -0.298 0.046
H 4.554 2.319 5.741 0.168 -0.139 0.017
H 6.533 0.926 5.409 -0.167 0.081 0.156
H 5.674 0.195 6.789 0.042 0.293 -0.061
Br 6.392 -3.153 10.230 0.011 0.050 -0.075
C 6.143 -1.219 10.275 0.149 0.009 0.184
C 4.735 -0.858 10.686 -0.205 0.193 -0.144
Br 3.480 -1.121 9.217 -0.002 -0.134 0.137
H 6.417 -0.839 9.286 -0.154 -0.055 0.259
H 6.865 -0.856 11.012 -0.162 -0.028 -0.126
H 4.665 0.205 10.932 0.115 -0.153 -0.079
H 4.365 -1.447 11.531 0.195 0.088 -0.229
Br -2.352 -1.989 -9.083 0.000 -0.133 -0.120
C -1.842 -3.624 -8.149 -0.254 -0.033 -0.011
C -1.301 -3.320 -6.772 0.222 -0.118 0.113
Br 0.526 -2.643 -6.864 -0.162 0.046 0.028
H -1.128 -4.149 -8.790 -0.103 0.179 0.233
H -2.762 -4.211 -8.081 0.153 0.107 0.072
H -1.235 -4.233 -6.173 -0.076 0.140 -0.113
H -1.890 -2.576 -6.228 0.097 -0.205 -0.199
Br -4.829 -3.568 -5.054 0.099 -0.060 -0.083
C -4.319 -5.202 -4.120 -0.254 -0.033 -0.004
C -3.778 -4.899 -2.742 0.284 -0.108 0.065
Br -1.951 -4.222 -2.834 -0.191 0.062 -0.002
H -3.605 -5.727 -4.761 -0.099 0.153 0.250
H -5.239 -5.789 -4.052 0.161 0.104 0.037
H -3.713 -5.812 -2.144 -0.025 0.148 -0.130
H -4.367 -4.155 -2.198 0.099 -0.196 -0.218
Br 3.138 -6.486 0.770 -0.056 0.033 -0.054
C 3.427 -5.120 2.131 0.257 0.108 -0.005
C 3.214 -5.677 3.520 -0.060 0.133 0.174
Br 1.314 -5.866 3.921 0.069 -0.106 -0.012
H 2.763 -4.285 1.892 0.129 -0.243 0.138
H 4.465 -4.802 1.999 -0.182 -0.068 0.068
H 3.596 -4.986 4.276 -0.058 -0.043 -0.212
H 3.670 -6.660 3.668 -0.106 0.258 -0.149
Br 5.045 5.278 0.671 0.129 -0.010 -0.081
C 6.283 4.128 1.646 -0.214 -0.106 0.223
C 7.280 4.943 2.436 0.069 -0.115 0.060
Br 8.665 5.681 1.279 0.003 0.096 0.065
H 6.749 3.466 0.911 -0.069 0.226 0.197
H 5.653 3.535 2.315 0.026 0.025 -0.109
H 7.814 4.311 3.151 -0.124 0.038 -0.165
H 6.827 5.785 2.969 0.039 -0.221 -0.217
Br -8.027 0.556 -11.028 0.092 -0.039 -0.039
C -6.789 -0.594 -10.054 -0.193 -0.099 0.139
C -5.792 0.221 -9.264 0.256 -0.041 0.053
Br -4.407 0.959 -10.421 -0.109 0.024 0.102
H -6.323 -1.256 -10.789 -0.033 0.243 0.204
H -7.419 -1.187 -9.385 0.143 0.134 -0.075
H -5.258 -0.410 -8.548 -0.107 0.026 -0.148
H -6.245 1.063 -8.731 0.033 -0.244 -0.202
Br 9.243 -6.282 -2.202 -0.032 -0.091 0.066
C 7.389 -6.702 -1.768 0.005 -0.011 -0.234
C 6.701 -5.526 -1.115 -0.236 -0.005 0.139
Br 7.237 -5.342 0.752 0.009 0.048 -0.118
H 7.402 -7.599 -1.143 -0.037 0.308 -0.080
H 6.919 -6.939 -2.727 0.033 0.099 0.192
H 5.618 -5.680 -1.085 0.176 -0.043 -0.009
H 6.914 -4.571 -1.604 0.028 -0.303 0.092
Br 10.340 2.776 2.869 0.118 -0.093 -0.034
C 10.850 1.142 3.803 -0.295 0.027 -0.056
C 11.391 1.445 5.180 0.097 -0.188 0.142
Br 13.218 2.122 5.088 -0.071 0.055 0.031
H 11.564 0.617 3.162 -0.115 0.161 0.243
H 9.930 0.555 3.871 0.178 0.091 0.077
H 11.456 0.532 5.779 -0.057 0.141 -0.148
H 10.802 2.189 5.724 0.099 -0.197 -0.239
Br -13.069 0.640 -12.364 0.132 0.002 0.026
C -11.385 1.252 -13.134 -0.174 0.214 0.002
C -11.047 0.484 -14.391 0.259 -0.066 -0.086
Br -10.364 -1.293 -13.970 -0.130 0.055 -0.084
H -10.625 1.162 -12.352 -0.172 -0.079 -0.259
H -11.544 2.310 -13.360 0.052 -0.203 -0.022
H -10.238 0.977 -14.938 -0.141 -0.028 0.153
H -11.902 0.348 -15.059 0.167 0.076 0.267
Br -2.289 6.624 -5.585 -0.040 0.096 0.029
C -2.000 7.991 -4.224 0.177 -0.034 -0.127
C -2.214 7.433 -2.836 0.046 0.101 0.187
Br -4.113 7.245 -2.435 0.077 -0.082 -0.018
H -2.664 8.826 -4.464 0.121 -0.243 0.137
H -0.962 8.308 -4.357 -0.174 -0.077 0.107
H -1.831 8.125 -2.080 -0.053 -0.087 -0.178
H -1.757 6.451 -2.688 -0.142 0.165 -0.080
Br -0.678 -7.907 -1.968 -0.054 -0.010 0.150
C -1.610 -8.828 -0.523 0.126 -0.181 -0.245
C -3.003 -8.276 -0.332 -0.116 0.018 0.301
Br -2.963 -6.565 0.604 -0.032 -0.043 -0.109
H -0.982 -8.741 0.368 -0.238 0.066 -0.184
H -1.650 -9.876 -0.833 -0.073 0.183 0.082
H -3.595 -8.936 0.308 0.147 0.064 -0.126
H -3.539 -8.113 -1.272 0.234 -0.104 0.172
Br -7.878 -2.302 2.694 0.000 -0.145 -0.048
C -7.368 -3.936 3.628 -0.257 -0.066 0.000
C -6.827 -3.633 5.006 0.319 -0.103 0.147
Br -5.000 -2.956 4.914 -0.168 0.036 0.021
H -6.654 -4.461 2.987 -0.098 0.178 0.241
H -8.288 -4.524 3.696 0.158 0.110 0.032
H -6.761 -4.546 5.604 -0.078 0.114 -0.165
H -7.416 -2.889 5.550 0.091 -0.185 -0.239
Br -0.343 1.027 9.707 -0.070 0.010 -0.063
C -2.097 1.716 9.204 0.127 0.162 0.223
C -3.195 0.755 9.595 -0.241 -0.053 -0.139
Br -3.286 -0.753 8.363 0.021 0.034 0.119
H -2.063 1.923 8.131 -0.080 -0.170 0.214
H -2.198 2.660 9.748 -0.055 -0.182 -0.069
H -4.174 1.239 9.525 0.206 -0.006 -0.012
H -3.071 0.340 10.599 0.077 0.159 -0.264
```
Positions in Å, forces in eV/Å.